No. 1
DFT (wB97M-V/def2-TZVPD) results for a molecular structure, C45H43N5O6PSe2W.

## Properties
Energy relative to the best compared isomer or geometry (same formula, charge and spin) in kcal/mol: 142.7
HOMO level (alpha / beta) in eV: -9.657 / -9.654
Frontier orbital gap (alpha / beta) in eV: 6.697 / 5.827

Structure (ORCA input):
```
! wB97M-V def2-TZVPD RIJCOSX def2/J DEFGRID3
* xyz 1 3
W -1.59 -0.52 -0.32
Se -1.83 1.22 1.73
Se -2.06 4.82 2.29
P 0.71 2.52 -0.09
O -2.61 -2.31 -0.90
O -1.57 -0.16 -2.46
O -3.35 0.15 -0.56
O -2.47 -8.61 -3.74
O -0.50 -2.13 -1.19
O -0.33 -8.50 -3.88
N -1.58 -1.42 1.63
N 0.57 -0.28 0.37
N -2.00 4.53 -0.48
N 3.43 -1.24 1.36
N -1.41 -8.04 -3.59
C 4.47 4.23 0.33
C -0.25 -6.01 -2.84
C -2.55 4.34 -1.67
C 1.08 3.80 -2.59
C 1.33 -1.62 0.73
C 4.21 -2.12 3.57
C -0.56 2.01 -3.95
C 4.49 -0.19 1.29
C -1.45 -6.68 -3.01
C 4.66 -0.66 3.75
C -4.20 4.37 0.48
C -1.75 -0.45 2.55
C -1.37 -2.70 2.00
C 0.53 2.73 -1.89
C -1.51 -4.18 -1.94
C -2.82 4.54 0.58
C 5.41 -0.21 2.51
C 1.52 0.83 -0.02
C -2.70 -4.87 -2.12
C -4.67 -0.38 -0.41
C -0.01 3.08 -4.62
C 3.91 -2.44 2.10
C 1.42 0.40 1.40
C 3.00 -0.79 -1.11
C -0.30 1.84 -2.58
C -0.95 0.74 -1.90
C -1.54 -2.84 -1.34
C -1.79 -0.77 3.91
C -5.64 0.75 -0.71
C -1.62 -2.08 4.28
C 2.46 0.42 -1.08
C 3.47 3.36 -0.06
C 2.85 5.59 1.47
C -4.89 -0.95 0.98
C -1.40 -3.07 3.32
C 2.05 -0.88 1.86
C 0.80 3.98 -3.94
C -0.29 -4.74 -2.29
C -2.67 -6.14 -2.67
C 4.16 5.35 1.10
C -4.76 4.18 -0.78
C 2.14 3.58 0.32
C -3.92 4.17 -1.88
C 1.84 4.71 1.08
C 2.73 -1.70 0.02
H -4.20 -1.77 1.19
H 4.94 6.03 1.40
H -1.94 0.02 4.64
H -5.91 -1.34 1.07
H 0.97 1.11 2.10
H 0.82 4.89 1.38
H -3.64 -4.42 -1.83
H 3.59 -1.13 -1.96
H -0.21 3.22 -5.68
H -3.57 -6.72 -2.83
H 0.62 -4.17 -2.14
H -1.87 4.34 -2.52
H -4.81 4.38 1.37
H 2.61 1.11 -1.91
H 1.72 4.51 -2.08
H -5.83 4.06 -0.89
H 3.08 -2.72 -0.18
H 4.81 -2.78 1.57
H 5.83 0.78 2.63
H 3.73 2.50 -0.68
H 5.28 -0.57 4.64
H 3.33 -2.33 4.19
H -5.45 1.16 -1.71
H -4.75 -0.17 1.74
H 0.67 -6.48 -3.13
H 3.79 -0.01 3.91
H -5.52 1.55 0.02
H 2.60 6.46 2.06
H -6.67 0.39 -0.68
H 6.25 -0.89 2.33
H -4.79 -1.18 -1.15
H -1.66 -2.36 5.33
H -1.18 -3.40 1.20
H 5.04 -0.35 0.36
H 3.98 0.77 1.20
H 4.99 -2.80 3.90
H -1.25 -4.10 3.59
H 5.50 4.05 0.03
H 3.15 -3.21 2.00
H 1.24 4.82 -4.46
H 1.91 -1.11 2.92
H -4.30 4.03 -2.88
H -1.20 1.30 -4.45
*
```


No. 2
DFT (wB97M-V/def2-TZVPD) results for 7 unconnected molecules or ions with the total composition C45H43NO26P at a distorted geometry.

## Properties
Energy relative to the best compared isomer or geometry (same formula, charge and spin) in kcal/mol: 47.2
HOMO level in eV: -10.599
Frontier orbital gap in eV: 6.663

Structure (ORCA input):
```
! wB97M-V def2-TZVPD RIJCOSX def2/J DEFGRID3
* xyz 1 1
P 5.54 -4.20 2.51
O 2.82 0.53 -4.95
O -10.53 4.97 -0.94
O -5.18 0.37 3.66
O 5.01 -3.25 3.50
O -3.26 4.77 -2.51
O -5.73 -3.98 5.99
O -5.31 -2.75 3.72
O 7.34 -0.64 -5.07
O -9.56 6.49 0.95
O 6.27 1.01 -3.35
O 4.01 2.65 -0.06
O -3.67 -6.67 1.70
O -3.00 -0.84 2.95
O -6.10 4.00 -2.17
O 1.47 4.83 -5.25
O -2.51 2.42 -0.41
O -4.71 3.67 0.36
O 1.03 3.07 -3.29
O -5.13 5.44 -0.21
O 10.37 3.13 -2.52
O -4.13 -7.89 3.95
O 11.44 1.52 -4.28
O -2.86 6.45 -4.46
O 2.96 0.26 -0.27
O -0.02 -1.39 2.03
O 3.88 2.91 -4.75
N 2.11 -4.08 1.42
C 1.89 -4.97 2.56
C -3.09 1.91 0.52
C -8.72 5.93 0.27
C 3.08 0.97 -3.74
C -2.63 0.71 1.21
C 0.11 -1.29 3.44
C 10.25 1.35 -4.10
C 3.19 -5.82 2.67
C 9.46 0.34 -4.78
C -4.47 -4.64 2.58
C -5.24 -4.70 5.00
C -4.42 -6.71 3.96
C 3.99 2.92 -2.39
C -1.92 5.72 -4.23
C 2.81 0.27 -2.62
C 8.26 2.16 -2.83
C -0.18 -2.62 4.15
C -5.02 -3.93 3.72
C -4.19 -5.94 2.69
C -9.21 5.04 -0.84
C -8.37 4.38 -1.66
C -6.95 4.53 -1.47
C 1.15 -1.75 1.34
C -1.12 3.86 -2.77
C 2.92 -7.23 2.17
C 0.13 3.86 -3.51
C -6.45 5.39 -0.34
C -4.61 0.88 2.71
C 0.31 4.87 -4.63
C 3.15 0.83 -1.34
C 8.15 0.25 -4.51
C 1.10 -3.20 0.80
C 3.69 2.34 -3.69
C -5.07 2.08 2.03
C -3.34 0.23 2.24
C 4.15 -5.07 1.73
C 3.75 2.21 -1.29
C -2.08 4.72 -3.11
C -0.66 5.73 -4.95
C 9.57 2.25 -3.10
C -4.36 2.57 1.01
C -7.29 6.05 0.48
C 3.32 -4.09 1.02
C 7.47 1.16 -3.52
C -4.96 -6.01 5.11
H 11.26 2.99 -2.90
H 2.32 -7.77 2.89
H -0.55 6.46 -5.75
H -5.86 -3.07 5.65
H 2.03 4.14 -4.85
H 0.68 -2.96 4.71
H 1.28 -1.11 0.48
H 7.76 2.80 -2.12
H 3.44 -5.76 3.72
H 3.83 -7.77 1.95
H -4.76 4.86 -0.91
H -6.94 6.67 1.29
H 2.03 -1.64 1.97
H 4.48 -5.77 0.95
H -4.31 -4.07 1.67
H -1.23 3.13 -1.98
H 4.41 3.91 -2.37
H 3.69 -3.44 0.24
H -4.04 3.83 -0.34
H -10.89 5.54 -0.23
H 2.36 -0.71 -2.65
H 0.11 -3.62 0.91
H 3.10 1.23 -5.57
H -5.11 -6.56 6.02
H 1.10 -0.94 3.73
H 6.45 -5.16 2.96
H -3.59 -7.58 2.06
H -5.97 2.55 2.39
H -8.72 3.75 -2.46
H 3.73 1.95 0.55
H -0.45 -3.39 3.44
H -0.63 -0.57 3.78
H -1.71 0.25 0.88
H 2.33 -7.16 1.26
H 6.45 -0.47 -4.71
H -3.71 -0.93 3.62
H 0.97 -5.53 2.44
H -3.77 5.47 -2.97
H 1.33 -3.19 -0.25
H 6.18 -3.57 1.42
H -1.00 -2.50 4.86
H 1.81 -4.33 3.43
H 9.96 -0.31 -5.48
*
```